1.
Here is 3 unconnected molecules or ions with the total composition C3H3NO2S from OMol25. Energies are from ωB97M-V/def2-TZVPD.

Computed properties:
* ΔE to the lowest compared entry with this formula, charge and spin: 0.00 kcal/mol
* multiplicity: 3
* HOMO-LUMO gap (alpha / beta): 7.77 / 8.50 eV
* strongest force on any atom: 2.214 eV/Å

XYZ file:
```
10
C3H3NO2S ωB97M-V/def2-TZVPD
C -2.68 1.78 0.47
C -0.52 -1.93 -1.04
C 3.40 0.74 0.74
N -3.16 1.56 1.48
O 3.11 -0.10 1.46
O 3.59 1.51 -0.09
S 0.59 -1.51 0.06
H -2.38 2.24 -0.40
H -1.57 -1.73 -0.83
H -0.37 -2.55 -1.85
```

Mulliken population analysis, charges in e, atoms 1 to 4: number 1, C, carries 0.054; number 2, C, carries -0.636; number 3, C, carries 0.686; number 4, N, carries -0.330


2.
Here is a single C3H3NO2S2 molecule from OMol25. Energies are from ωB97M-V/def2-TZVPD.

Computed properties:
* ΔE to the lowest compared entry with this formula, charge and spin: 102.64 kcal/mol
* HOMO-LUMO gap (alpha / beta): 6.90 / 6.60 eV
* structure (SMILES): O=S(=O)=C/C=C\N=S
* strongest force on any atom: 4.707 eV/Å

XYZ file:
```
11
C3H3NO2S2 ωB97M-V/def2-TZVPD
C -1.14 0.26 0.09
C -0.53 -0.74 0.82
C -0.69 1.25 -0.88
N 0.51 1.63 -1.20
O 1.11 -2.28 -0.64
O 2.06 -1.51 1.57
S 1.97 1.14 -1.12
S 1.29 -1.25 0.40
H -2.01 0.61 0.51
H -1.06 -1.01 1.67
H -1.52 1.89 -1.23
```

Mulliken population analysis, charges in e, atoms 1 to 4: number 1, C, carries -0.275; number 2, C, carries -0.307; number 3, C, carries 0.026; number 4, N, carries -0.269


3.
Here is a single C3H3NO3 molecule from OMol25. Energies are from ωB97M-V/def2-TZVPD.

Computed properties:
* ΔE to the lowest compared entry with this formula, charge and spin: 45.24 kcal/mol
* HOMO-LUMO gap: 10.65 eV
* structure (SMILES): [H]/N=C(/C=O)OC=O
* strongest force on any atom: 0.966 eV/Å

XYZ file:
```
10
C3H3NO3 ωB97M-V/def2-TZVPD
N 1.24 -0.30 -0.93
C 0.29 0.31 -0.39
O -0.77 -0.19 0.37
C -0.54 -1.20 1.24
O 0.51 -1.76 1.40
C -0.06 1.71 -0.84
O -0.97 1.72 -1.63
H 1.28 -1.28 -0.68
H -1.46 -1.42 1.80
H 0.48 2.65 -0.58
```

Mulliken population analysis, charges in e, atoms 1 to 4: number 1, N, carries -0.557; number 2, C, carries 0.622; number 3, O, carries -0.218; number 4, C, carries 0.161


Question: Which of these has the highest strongest force on any atom?
Answer: C3H3NO2S2